Formula: C24H15N15OPt
Source: the Open Molecules 2025 dataset
Level of theory: ωB97M-V with the def2-TZVPD basis set

Output
LUMO level (alpha / beta)	-3.67 / -3.68	eV
HOMO level (alpha / beta)	-0.2748 / -0.2747	hartree
charge	0
ΔE to the lowest compared entry with this formula, charge and spin	20.9	kcal per mole
total energy	-52772.53727	eV
max |F|	4.031	eV/A

Each line ends with the Löwdin charge.
Atoms and positions in Å:
1 Pt -0.296262 -0.247397 -0.644012  1.50
2 C -3.234103 0.586030 2.728779  -0.02
3 C -2.393791 -0.215411 1.945050  -0.11
4 N -1.234302 0.206410 1.487093  0.06
5 C -0.818642 1.464805 1.770481  -0.18
6 C -1.598251 2.342140 2.556142  -0.15
7 C -2.833119 1.858595 3.037456  0.03
8 C -1.141464 3.657248 2.774002  -0.03
9 C 0.037759 4.069797 2.213864  -0.05
10 C 0.811964 3.209279 1.427166  -0.01
11 C 0.415139 1.901923 1.196541  -0.25
12 N 1.024880 1.030121 0.336286  -0.05
13 C 2.312782 1.041867 -0.104813  -0.22
14 C 3.403333 1.507043 0.615313  -0.01
15 C 4.698783 1.423497 0.088642  -0.06
16 C 4.933824 0.867760 -1.140986  -0.04
17 C 3.861716 0.333491 -1.885374  -0.14
18 C 4.026143 -0.342851 -3.114097  0.02
19 C 2.934815 -0.856069 -3.759385  -0.01
20 C 1.664641 -0.689645 -3.185206  -0.07
21 N 1.487376 -0.072193 -2.041885  0.03
22 C 2.550167 0.426344 -1.369735  -0.15
23 H -4.180109 0.192602 3.070752  0.12
24 H -2.678506 -1.227939 1.679676  0.12
25 H -3.456064 2.515020 3.631127  0.13
26 H -1.759322 4.334025 3.348704  0.12
27 H 0.368133 5.090528 2.353070  0.11
28 H 1.688460 3.586376 0.919388  0.12
29 H 3.252062 1.895852 1.612546  0.12
30 H 5.528962 1.795754 0.674174  0.11
31 H 5.934814 0.804489 -1.546738  0.12
32 H 5.024980 -0.467084 -3.512705  0.13
33 H 3.033652 -1.398227 -4.688177  0.12
34 H 0.782226 -1.072669 -3.681385  0.13
35 N -3.719548 0.136814 -1.304119  0.15
36 C -2.954798 1.250600 -1.110201  -0.47
37 N -3.428284 2.434388 -0.773937  0.06
38 N -2.348955 3.228390 -0.690049  -0.04
39 N -1.278877 2.578271 -0.962495  -0.05
40 N -1.617683 1.304864 -1.250059  -0.09
41 C -3.258062 -1.138791 -1.243933  -0.48
42 N -4.067879 -2.194493 -1.237665  0.04
43 N -3.267065 -3.246311 -1.160212  -0.03
44 N -2.045198 -2.864207 -1.149077  -0.06
45 N -1.972793 -1.527344 -1.185617  -0.09
46 H -4.712117 0.265062 -1.414133  0.15
47 N 0.059427 -3.006256 1.792531  0.18
48 C 0.318620 -3.114242 0.479152  -0.55
49 O 0.903562 -2.207255 -0.140979  -0.09
50 C -0.108234 -4.360216 -0.166653  -0.21
51 C 0.500454 -4.739149 -1.383251  -0.23
52 N 1.028111 -5.053333 -2.356489  0.15
53 C -0.794669 -5.327301 0.596094  -0.23
54 N -1.347619 -6.062667 1.290279  0.16
55 H 0.323627 -2.155005 2.261211  0.10
56 H -0.364722 -3.753335 2.317833  0.10

Forces on atoms 1 to 6 (eV/Å):
Pt 0.593 0.054 1.577
C 0.163 0.069 0.205
C -0.178 -0.484 -0.187
N -0.183 -0.506 -1.770
C 0.712 0.667 0.103
C 0.106 -0.187 -0.015

Formula: C24H15N3PdS3
Source: the Open Molecules 2025 dataset
Level of theory: ωB97M-V with the def2-TZVPD basis set

Output
spin multiplicity	5
LUMO level (alpha / beta)	-0.28 / -3.19	eV
⟨S²⟩	6.0767
HOMO level (alpha / beta)	-0.2679 / -0.3185	hartree
charge	0
ΔE to the lowest compared entry with this formula, charge and spin	0.0	kcal per mole
total energy	-65583.99961	eV
max |F|	0.141	eV/A

Each line ends with the Löwdin charge.
Atoms and positions in Å:
1 Pd -0.068175 -0.031699 0.038182  0.57
2 S -0.281318 -0.353764 2.569398  0.67
3 C -1.545441 -1.353079 2.102126  -1.20
4 S -1.875224 -1.627731 0.474313  0.66
5 C -2.387848 -1.944429 3.132114  -0.30
6 C -1.936674 -2.064892 4.464440  -0.22
7 N -1.554856 -2.176497 5.547345  0.21
8 C -3.684713 -2.412197 2.830427  -0.21
9 N -4.744938 -2.794859 2.584032  0.21
10 S -0.749644 1.561167 -4.267750  1.13
11 C 0.088856 0.064235 -4.535069  -0.46
12 C 0.545118 -0.489398 -5.727320  -0.08
13 C 1.193176 -1.707853 -5.669314  -0.08
14 C 1.379408 -2.368865 -4.449194  -0.08
15 C 0.922836 -1.822250 -3.267637  -0.02
16 C 0.273124 -0.589522 -3.313384  -0.31
17 N -0.238827 0.093340 -2.224750  0.02
18 C -0.794552 1.217823 -2.567096  -0.53
19 C -1.350202 2.121823 -1.560725  -0.26
20 C -2.028912 3.291091 -1.903503  -0.06
21 C -2.504623 4.121204 -0.904575  -0.08
22 C -2.301315 3.778687 0.428364  -0.08
23 C -1.625516 2.611456 0.765212  -0.11
24 C -1.139153 1.770374 -0.224010  -0.15
25 H 0.397970 0.017303 -6.671584  0.11
26 H 1.558998 -2.159368 -6.581611  0.10
27 H 1.884263 -3.325514 -4.435899  0.11
28 H 1.046641 -2.330119 -2.319389  0.11
29 H -2.189580 3.551461 -2.944450  0.09
30 H -3.035342 5.028720 -1.159900  0.10
31 H -2.674789 4.428632 1.210741  0.10
32 H -1.476048 2.364030 1.810580  0.08
33 C 2.435647 -0.036229 -0.040754  0.00
34 C 2.218397 1.348851 -0.150133  -0.36
35 C 2.062299 2.163474 1.007936  -0.06
36 C 1.806136 3.509155 0.892295  -0.08
37 C 1.707893 4.102266 -0.366491  -0.06
38 C 1.901168 3.334978 -1.517339  -0.08
39 C 2.161234 1.989295 -1.421064  -0.06
40 H 2.606664 -0.488266 0.927243  0.06
41 H 2.643946 -0.627065 -0.923213  0.06
42 H 2.128374 1.697163 1.983545  0.10
43 H 1.670735 4.109272 1.782577  0.11
44 H 1.488526 5.158126 -0.451504  0.11
45 H 1.842256 3.802326 -2.492256  0.11
46 H 2.309959 1.391161 -2.312664  0.11

Forces on atoms 1 to 6 (eV/Å):
Pd -0.009 -0.034 -0.023
S 0.067 -0.037 -0.043
C -0.055 -0.021 0.077
S -0.050 0.075 0.022
C -0.030 -0.016 0.008
C 0.041 0.130 -0.001

Formula: C24H16AgAsCl2N
Source: the Open Molecules 2025 dataset
Level of theory: ωB97M-V with the def2-TZVPD basis set

Output
LUMO level	2.46	eV
HOMO level	-0.0781	hartree
charge	-1
total energy	-116518.55284	eV
max |F|	2.944	eV/A

Each line ends with the Löwdin charge.
Atoms and positions in Å:
1 Ag 1.496695 -1.974918 0.076965  0.74
2 Cl 2.550422 -0.295513 2.087006  0.52
3 C 2.053141 -1.517748 3.328909  -0.57
4 C 2.316220 -1.187916 4.592236  -0.22
5 C 1.840467 -2.009519 5.640833  -0.18
6 C 1.123299 -3.134020 5.294690  -0.22
7 C 0.825522 -3.412647 3.994773  -0.65
8 Cl -0.223304 -4.797763 3.721827  0.54
9 C 1.294237 -2.720784 2.812958  -0.62
10 N 1.052401 -3.125490 1.606952  -0.22
11 H 2.788068 -0.244578 4.861761  0.09
12 H 1.967743 -1.679302 6.667624  0.07
13 H 0.660108 -3.854027 6.038731  0.10
14 C -3.897810 2.924969 -2.830792  -0.10
15 C -2.697447 2.375087 -3.296797  -0.08
16 C -2.039131 1.534426 -2.438116  -0.11
17 C -2.460213 1.296708 -1.133322  -0.39
18 C -3.649120 1.839915 -0.671632  -0.13
19 C -4.361073 2.612992 -1.567347  -0.11
20 As -1.399627 0.235770 0.157672  1.36
21 C 0.158863 1.371309 -0.044438  -0.37
22 C 0.335854 2.653638 0.466635  -0.10
23 C 1.447830 3.364071 0.140773  -0.09
24 C 2.341733 2.854498 -0.806480  -0.08
25 C 2.199385 1.592297 -1.343127  -0.03
26 C 1.068555 0.877931 -0.966616  -0.26
27 C 0.798597 -0.483012 -1.497720  -0.35
28 C 1.616715 -1.300983 -2.275970  -0.10
29 C 1.025883 -2.454777 -2.881547  -0.10
30 C -0.315940 -2.693890 -2.744549  -0.10
31 C -1.121431 -1.903840 -1.893774  -0.10
32 C -0.540759 -0.873569 -1.176833  -0.43
33 H -4.369549 3.554309 -3.514047  0.08
34 H -2.165814 2.674077 -4.217139  0.11
35 H -1.099946 1.022462 -2.729637  0.11
36 H -3.942888 1.706941 0.375306  0.09
37 H -5.371949 2.962231 -1.483020  0.09
38 H -0.398466 2.916274 1.236585  0.11
39 H 1.600636 4.290849 0.624246  0.09
40 H 3.174047 3.473997 -1.126657  0.10
41 H 2.908590 1.295359 -2.133702  0.12
42 H 2.672954 -1.081940 -2.486494  0.11
43 H 1.658265 -3.072534 -3.481830  0.09
44 H -0.770306 -3.490623 -3.297121  0.09
45 H -2.151456 -2.120718 -1.687777  0.10

Forces on atoms 1 to 6 (eV/Å):
Ag 0.149 0.264 -0.720
Cl 0.061 -0.251 0.449
C -0.617 -0.479 -2.838
C -0.327 0.127 2.292
C 0.711 0.839 0.292
C -1.156 -1.115 1.058